Model w:
The following is a quantum chemistry calculation of a structure of composition C41H40N12O2Sr, from the OMol25 dataset.

```
96
Properties=species:S:1:pos:R:3:mulliken_charge:R:1
Sr -0.3601 -0.3429 -0.3641 1.588
O 4.9182 -5.1106 -3.2361 -0.566
O 6.2328 -5.1584 -1.5243 -0.548
N -1.8819 1.1642 -2.0627 0.952
N -2.1919 -1.2637 1.3760 1.273
N 1.6153 -1.4663 -1.8024 1.759
N 1.2429 -2.1320 0.8313 0.728
N 2.6096 3.7833 1.1566 -0.730
N -4.4746 -2.0077 2.7669 -0.574
N 1.1697 1.7086 0.0129 2.840
N -1.3186 1.3054 1.3050 1.050
N 5.2269 -4.8182 -2.0954 0.969
N -1.6721 -4.5513 -4.9800 -0.262
N -4.6984 6.4834 4.7301 -0.589
N -1.9008 -2.3147 -1.8995 0.032
C -3.1418 2.0382 2.6833 -1.335
C -0.7433 2.5369 1.3740 -0.228
C 1.1405 -2.3756 2.1255 -0.596
C 0.4787 2.7800 0.7358 -1.127
C 1.9908 -3.2378 2.8289 -1.165
C 2.4188 -2.4130 -1.2619 -1.186
C -3.3746 6.3810 4.8012 -0.397
C -5.3431 5.5709 4.0103 -0.415
C 2.9788 -3.8807 2.1337 -0.711
C 2.8724 -1.5900 -3.8335 -1.665
C -2.6456 5.3852 4.1688 -0.539
C -2.3253 -3.8735 -3.7948 -0.699
C -4.7099 4.5334 3.3432 -0.540
C 3.0428 2.4756 1.2684 -0.310
C 1.4214 1.9742 -1.3933 0.412
C 0.3813 2.2574 -2.3069 0.452
C 2.3625 1.4246 0.7853 -1.494
C -3.6987 -2.9193 2.1783 -0.913
C -2.6034 3.3533 2.7044 0.847
C -1.0815 2.4163 -1.9453 -1.196
C 1.3191 3.9022 0.9963 -1.351
C -1.3235 -2.9862 -3.0542 -0.874
C 0.7177 2.4847 -3.6445 -0.534
C 2.0149 2.3982 -4.1174 -0.879
C -3.2310 1.4363 -1.5442 -1.219
C 3.6591 -2.5863 -3.3208 -0.914
C 4.2469 -4.0202 -1.3323 0.391
C 4.1294 -4.2900 -0.0221 -0.883
C -2.5709 -2.5420 1.4831 -0.913
C 3.4393 -3.0325 -2.0002 0.983
C -1.9954 0.7592 -3.4638 -1.133
C 2.2366 -2.7406 0.1427 -1.041
C 2.7270 1.8888 -1.8824 -0.256
C 3.0250 2.0926 -3.2184 -1.013
C -3.3245 4.4344 3.4157 0.201
C -2.4635 1.0724 1.9939 0.662
C -2.9294 -0.3422 2.0045 -0.503
C 3.1187 -3.6372 0.7544 1.237
C -4.0897 -0.7496 2.6862 -0.311
C -1.4178 3.5854 2.0799 -1.277
C 1.8502 -1.0651 -3.0358 -0.667
H -6.4208 5.6763 3.9597 0.373
H -0.4694 -3.5824 -2.7211 0.418
H -3.9895 -3.9583 2.2684 0.397
H -1.1943 2.7716 -0.9271 0.249
H 2.2355 2.6043 -5.1561 0.479
H 3.6581 -4.5640 2.6276 0.478
H -3.1632 -3.2991 -4.1872 0.400
H 3.9675 2.3300 1.8146 0.494
H -1.9299 -3.2862 1.0179 0.789
H 1.8578 -3.3814 3.8913 0.466
H 3.5304 1.6998 -1.1872 0.579
H -3.8317 0.5236 -1.5691 0.283
H -2.8691 7.1276 5.4027 0.379
H -1.0201 0.4892 -3.8694 0.101
H 3.0456 -1.1944 -4.8243 0.623
H -4.0365 1.8346 3.2491 0.689
H -2.6696 -0.0980 -3.5461 0.418
H -4.7223 -0.0255 3.1797 0.463
H -2.3317 -5.1536 -5.4794 0.379
H 4.0566 2.0496 -3.5435 0.474
H 4.4544 -3.0143 -3.9113 0.564
H -1.3140 -3.8672 -5.6514 0.353
H 0.3405 -1.8575 2.6447 0.545
H -2.2656 -2.9697 -1.2160 0.175
H -0.9859 4.5756 2.1038 0.546
H 2.7004 0.3976 0.8748 0.278
H -3.1662 1.7836 -0.5146 0.289
H -5.2903 3.8316 2.7578 0.448
H -0.8841 -5.1354 -4.6882 0.356
H -0.0726 2.7749 -4.3280 0.455
H -1.5224 3.1759 -2.6043 0.700
H -2.6612 -1.6984 -2.1684 0.098
H -2.4149 1.5626 -4.0832 0.307
H -1.5706 5.3411 4.2852 0.503
H -3.7426 2.1987 -2.1440 0.380
H -0.9324 -2.2237 -3.7337 0.356
H 1.2237 -0.2587 -3.4095 0.410
H -2.7132 -4.6674 -3.1583 0.407
H 4.7879 -5.0127 0.4415 0.563
H 0.9120 4.9053 1.1026 0.514
```

Its LUMO energy is -0.222 Eh. As for the net charge: +2. The HOMO energy comes out at -10.84 eV. The spin multiplicity is 1. For the gap between HOMO and LUMO, the calculation gives 0.1761 Eh.

Model x:
The following is a quantum chemistry calculation of a structure of composition C41H40N12O2Sr, from the OMol25 dataset.

```
96
Properties=species:S:1:pos:R:3:mulliken_charge:R:1
Sr 0.2559 -0.4495 -0.5590 2.087
O 7.9323 -2.1451 -2.5926 -0.557
O 7.4928 -0.1061 -3.1245 -0.601
N 7.2378 -1.1581 -2.5720 0.969
N 1.7491 3.4009 3.0779 -0.593
N 0.5536 7.6897 -0.4074 -0.279
N 2.3500 -1.7318 0.1997 0.433
N -1.6038 -2.2285 0.0826 -0.107
N -1.3798 0.1696 1.4058 0.226
N -1.8137 0.7669 -2.2784 1.195
N -6.8124 2.8876 5.0490 -0.571
N 1.1354 1.1783 1.5339 0.685
N 2.5735 0.3136 -1.6251 0.875
N -4.1026 -3.1568 -0.7117 -0.568
N 0.0389 3.9706 -0.4689 -0.030
C -4.6560 1.7728 3.6472 0.765
C 3.3013 -3.5652 1.4178 -1.097
C 2.2516 -2.6956 1.0989 -0.719
C 0.5210 2.8946 3.0410 -0.343
C 4.4829 -3.4265 0.7426 -0.655
C -2.3631 -0.4054 -3.0056 -1.623
C 0.5025 6.2763 -0.9590 -0.653
C -5.9699 1.4469 3.3315 -0.579
C 4.8373 0.6253 -3.2093 -0.726
C -2.9888 -3.7815 -1.0524 -0.598
C -2.9232 1.4841 -1.6613 -1.134
C 0.4831 -3.2333 -4.5033 -0.856
C 2.6316 1.2393 -2.5561 -0.666
C 0.7655 -2.4461 -3.3913 -0.679
C -1.6214 -2.0932 -4.7004 -0.843
C -5.5557 3.1859 5.3586 -0.420
C -1.7314 -3.3060 -0.6775 -0.302
C 4.6087 -2.4178 -0.2269 1.234
C -2.5873 -0.4019 1.3461 -0.793
C -1.3187 -1.3620 -3.5591 0.656
C 2.3742 1.6472 1.6095 -0.387
C 3.6397 -0.5090 -1.4589 -0.329
C 2.6793 2.7647 2.3775 -0.655
C 5.9095 -1.2766 -1.8993 -0.160
C 5.8202 -2.2443 -0.9752 -0.830
C -3.6642 0.0781 2.0827 -0.359
C -0.1201 -1.5023 -2.8462 0.525
C -3.9677 -2.0656 0.0397 -0.294
C -4.4551 2.6641 4.6956 -0.534
C -3.5128 1.2054 2.8786 0.876
C 0.1940 1.7859 2.2641 0.069
C 3.5212 -1.5773 -0.4639 -0.768
C 4.8227 -0.3674 -2.2049 1.060
C -1.2090 1.2296 2.2021 -0.513
C -0.7237 -3.0485 -5.1655 -0.718
C -2.7298 -1.6103 0.4642 0.400
C -7.0020 2.0271 4.0551 -0.424
C 3.7393 1.4208 -3.3870 -1.143
C -2.2443 1.7842 2.9335 -0.347
C -1.1311 1.6399 -3.2309 -0.957
C 0.0389 5.3028 0.1126 -0.603
H 3.7210 2.1731 -4.1620 0.506
H 1.7357 -2.6060 -2.9125 0.290
H 1.2961 -2.7913 1.6045 0.560
H 3.1623 -4.3285 2.1692 0.475
H -0.3480 1.0747 -3.7350 0.349
H 3.6918 3.1472 2.4182 0.449
H 3.1354 1.1355 1.0327 0.319
H -0.2213 3.3948 3.6476 0.489
H 1.5084 6.0582 -1.3152 0.370
H -4.6029 -0.4523 2.0623 0.697
H -2.5648 2.4145 -1.2128 0.165
H 0.8670 8.3570 -1.1155 0.372
H 5.7058 0.7493 -3.8318 0.563
H 6.6680 -2.8902 -0.7952 0.589
H 0.9703 3.5719 -0.5004 0.070
H -3.4685 2.9372 5.0422 0.360
H 1.1895 -3.9689 -4.8680 0.462
H -2.0830 2.6576 3.5433 0.221
H -3.0155 -0.0437 -3.8173 0.515
H -0.9891 5.5464 0.3935 0.453
H -0.1759 6.2999 -1.8089 0.328
H -3.0218 -0.9214 -2.2981 0.292
H -3.7038 1.7467 -2.3897 0.397
H -0.9645 -3.6349 -6.0426 0.398
H -8.0302 1.7862 3.8138 0.387
H -4.8768 -1.5299 0.2810 0.573
H 1.7469 1.8546 -2.6887 0.254
H -0.6943 2.4965 -2.7099 -0.024
H -1.8254 2.0217 -3.9936 0.331
H -0.5556 3.3465 0.0599 -0.155
H -6.2222 0.7723 2.5258 0.423
H -0.8296 -3.7876 -1.0326 0.470
H -5.4145 3.8756 6.1823 0.379
H -3.3839 0.8756 -0.8826 0.160
H 0.6597 5.4109 1.0142 0.387
H 1.1903 7.7652 0.3892 0.354
H -2.5535 -1.9387 -5.2335 0.440
H 5.3191 -4.0847 0.9410 0.490
H -0.3669 8.0005 -0.0880 0.362
H -3.0762 -4.6754 -1.6570 0.437
```

Its LUMO energy is -0.204 Eh. As for the net charge: +2. The HOMO energy comes out at -11.07 eV. The spin multiplicity is 1. For the gap between HOMO and LUMO, the calculation gives 0.2025 Eh.

Which structure above is the least stable one? model x is the least stable one.